No. 1
{
  "formula": "C11H40N8O8",
  "method": "ωB97M-V with the def2-TZVPD basis set",
  "elements": ["C", "O", "C", "C", "C", "N", "H", "H", "H", "H", "H", "H", "H", "H", "H", "H", "H", "C", "O", "C", "C", "C", "N", "H", "H", "H", "H", "H", "H", "H", "H", "H", "H", "H", "N", "C", "N", "O", "H", "H", "H", "H", "N", "C", "N", "O", "H", "H", "H", "H", "N", "C", "N", "O", "H", "H", "H", "H", "O", "H", "H", "O", "H", "H", "O", "H", "H"],
  "positions_angstrom": [[0.91786, -0.92773, 2.19266], [1.81526, -0.33942, 1.26838], [2.23143, -1.18036, 0.21756], [3.53635, -1.91375, 0.51027], [4.76524, -1.01635, 0.18072], [3.60904, -3.11802, -0.25766], [1.54727, -1.40278, 2.96226], [0.24154, -1.50246, 1.59857], [0.39059, -0.11641, 2.60218], [1.56990, -2.02858, 0.01273], [2.35771, -0.66606, -0.78569], [3.65454, -2.12942, 1.57693], [5.70589, -1.49205, 0.51319], [4.64464, -0.03832, 0.64314], [4.76582, -0.87201, -0.90960], [2.73899, -3.59236, -0.48056], [4.29505, -3.26227, -1.01676], [-4.80726, 0.93110, -0.28908], [-4.47646, 0.13215, 0.77301], [-4.82953, -1.28361, 0.59608], [-3.69440, -2.12572, -0.09507], [-4.37895, -3.39852, -0.44403], [-2.53943, -2.36917, 0.80627], [-3.90258, 1.10152, -0.96255], [-5.12181, 1.92561, -0.11022], [-5.58644, 0.44957, -0.94925], [-4.93571, -1.64114, 1.62049], [-5.74691, -1.26434, -0.03393], [-3.40663, -1.63705, -0.99373], [-5.18329, -3.33452, -1.20255], [-4.89993, -3.80370, 0.41353], [-3.60043, -4.13410, -0.75326], [-2.99462, -2.82155, 1.57806], [-2.23785, -1.48549, 1.28271], [0.65161, 4.19822, 1.83980], [0.89130, 4.83359, 0.66643], [2.20861, 5.04241, 0.31115], [-0.08133, 5.23955, 0.03961], [-0.32672, 3.97928, 2.00586], [1.33943, 3.86067, 2.51178], [2.48842, 5.95239, -0.00979], [2.92614, 4.68094, 0.85660], [-0.14353, -2.37448, -1.94813], [0.31864, -3.59277, -1.57799], [-0.38539, -4.23078, -0.51107], [1.26251, -4.20830, -2.11309], [0.37620, -1.82629, -2.56570], [-0.66348, -1.81935, -1.31307], [-1.18071, -3.92272, 0.00300], [0.01745, -5.10475, -0.27008], [2.89268, 2.72405, -2.63192], [1.70555, 2.25677, -2.03601], [0.67680, 3.16737, -1.76200], [1.56610, 1.10532, -1.66231], [3.08583, 3.73356, -2.51664], [3.66513, 2.09159, -2.68362], [0.01402, 2.83153, -1.05699], [0.85767, 4.13796, -1.72783], [-2.08610, 3.07681, 0.92915], [-2.99002, 3.05240, 0.62007], [-1.71056, 3.83953, 0.44989], [3.06758, 2.20206, 2.16165], [3.87530, 1.81555, 1.86061], [2.38590, 1.54809, 1.96283], [-1.22888, 0.36091, -0.65467], [-1.61134, 1.16315, -0.36047], [-0.30970, 0.54304, -0.88187]],
  "mulliken_charge": [-0.51, 0.00, 0.59, 0.51, -1.24, -0.53, 0.28, -0.05, 0.29, -0.52, 0.09, 0.14, 0.38, 0.06, 0.38, 0.13, 0.21, -0.73, -0.30, -1.01, 0.77, -1.64, -0.57, 0.19, 0.36, 0.27, 0.34, 0.40, 0.24, 0.40, 0.36, 0.38, 0.31, 0.18, -0.28, 0.50, -0.32, -0.71, 0.25, 0.17, 0.27, 0.17, -0.25, 0.23, -0.17, -0.68, 0.24, 0.19, 0.21, 0.19, -0.50, 0.47, -0.39, -0.50, 0.21, 0.25, 0.04, 0.29, -0.66, 0.24, 0.33, -0.66, 0.25, 0.39, -0.41, 0.31, 0.19],
  "smiles": "COC[C@H](C)N.COC[C@H](C)N.NC(N)=O.NC(N)=O.NC(N)=O.O.O.O",
  "total_charge": 0
}

---

No. 2
{
  "formula": "C6H8O2",
  "method": "ωB97M-V with the def2-TZVPD basis set",
  "elements": ["C", "C", "C", "C", "C", "C", "O", "O", "H", "H", "H", "H", "H", "H", "H", "H"],
  "positions_angstrom": [[1.52892, 2.04929, 0.15638], [0.59923, 1.31500, -0.44208], [0.05282, 0.17990, -0.09412], [0.78497, -1.05998, 0.02317], [2.33000, -1.49386, 0.08756], [-1.38326, -0.01615, 0.22218], [-2.32644, 0.86282, 0.20745], [-1.74932, -1.39613, -0.16130], [1.83972, 3.01236, -0.17891], [1.85613, 1.62765, 1.32065], [-0.04409, 1.68435, -1.22078], [0.18790, -1.86570, 0.24107], [2.80567, -0.84160, -0.68891], [2.50194, -2.44798, -0.51335], [2.58172, -1.56641, 1.11388], [-2.59909, -1.18130, -0.16135]],
  "mulliken_charge": [-0.59, -0.23, 0.25, -0.42, -1.10, 0.52, -0.59, -0.45, 0.35, 0.16, 0.28, 0.57, 0.32, 0.32, 0.34, 0.27],
  "smiles": "C=C/C(=C\\C)C(=O)O",
  "total_charge": 0
}

---

No. 3
{
  "formula": "CH13O6",
  "method": "ωB97M-V with the def2-TZVPD basis set",
  "elements": ["C", "O", "H", "H", "H", "H", "H", "O", "H", "H", "O", "H", "H", "O", "H", "H", "O", "H", "H", "O"],
  "positions_angstrom": [[0.40571, -1.63199, 1.24699], [-0.10557, -0.92168, 0.18599], [1.37989, -2.06302, 1.00340], [0.74618, -0.99453, 2.06209], [-0.45628, -2.12058, 1.76871], [4.86185, 1.62383, -1.46324], [6.18347, 1.32888, -1.67773], [5.48587, 1.76606, -2.19704], [2.42230, 3.69268, 2.13137], [1.81502, 4.89833, 1.50261], [2.56843, 4.30593, 1.40170], [-4.42233, -0.90119, -1.11451], [-3.35232, -0.62665, 0.09915], [-4.15107, -1.22148, -0.25108], [-1.00484, -0.36416, 0.47533], [-2.08524, 1.01092, 0.13335], [-2.28579, 0.18347, 0.57926], [-1.94966, -2.87100, -2.12587], [-3.14166, -2.19965, -1.54596], [-2.91396, -2.89415, -2.21454]],
  "mulliken_charge": [-0.64, -0.61, 0.25, 0.20, 0.25, 0.32, 0.31, -0.63, 0.32, 0.31, -0.64, 0.26, 0.47, -0.86, 0.42, 0.22, -0.98, 0.32, 0.39, -0.68],
  "total_charge": -1
}

---

No. 4
{
  "formula": "Hg5O24S6",
  "method": "ωB97M-V with the def2-TZVPD basis set",
  "elements": ["Hg", "Hg", "Hg", "Hg", "Hg", "S", "O", "O", "O", "O", "S", "O", "O", "O", "O", "S", "O", "O", "O", "O", "S", "O", "O", "O", "O", "S", "O", "O", "O", "O", "S", "O", "O", "O", "O"],
  "positions_angstrom": [[2.89505, 1.46309, -4.68156], [-1.80836, 2.02274, 0.54634], [0.09705, -2.95304, 0.23989], [1.82093, -1.83923, -3.05729], [-3.92089, 0.49052, -2.29489], [-1.95691, -1.03920, 2.40619], [-1.53091, -1.12950, 3.80749], [-3.33468, -1.54827, 2.52037], [-1.94898, 0.31658, 1.95010], [-1.17894, -1.94529, 1.54646], [-0.41156, 0.14307, -1.62692], [-0.11651, -1.24221, -1.13355], [0.37734, 0.40550, -2.81138], [-1.85530, 0.36971, -1.92593], [-0.08184, 1.17869, -0.61837], [2.67164, -4.26116, -0.36683], [2.56808, -5.52060, -1.11543], [2.06093, -3.14519, -1.17121], [1.72762, -4.31082, 0.80986], [4.08364, -4.01654, -0.05067], [-4.63979, 2.67451, 0.38066], [-5.74681, 1.83926, 0.81371], [-3.73518, 2.87957, 1.51975], [-3.81837, 2.02739, -0.72224], [-5.06863, 3.98921, -0.09521], [0.07238, 2.78323, 2.97777], [0.67630, 4.01342, 3.57803], [-1.33789, 3.15117, 2.76948], [0.55396, 2.68054, 1.59581], [0.31272, 1.64177, 3.78290], [4.51413, -0.26381, -1.87897], [5.00134, -1.44014, -1.16099], [3.84245, 0.68378, -1.03048], [5.71907, 0.31941, -2.48520], [3.49688, -0.41816, -3.01764]],
  "mulliken_charge": [0.07, 2.06, 1.98, 1.63, 1.43, 0.81, -0.56, -0.65, -0.67, -0.90, 0.82, -0.74, -0.67, -0.65, -0.77, 1.25, -0.71, -0.86, -0.83, -0.58, 1.21, -0.68, -0.58, -0.73, -0.68, 1.26, -0.52, -0.46, -0.47, -0.43, 1.07, -0.50, -0.54, -0.65, -0.72],
  "total_charge": -2
}

---

No. 5
{
  "formula": "C2H35NO17",
  "method": "ωB97M-V with the def2-TZVPD basis set",
  "elements": ["O", "C", "O", "C", "N", "H", "H", "H", "H", "H", "H", "H", "O", "H", "H", "O", "H", "H", "O", "H", "H", "O", "H", "H", "O", "H", "H", "O", "H", "H", "O", "H", "H", "O", "H", "H", "O", "H", "H", "O", "H", "H", "O", "H", "H", "O", "H", "H", "O", "H", "H", "O", "H", "H", "O"],
  "positions_angstrom": [[-0.42224, 1.28482, -1.05774], [-0.93780, 0.20452, -1.24145], [-1.43317, -0.05632, -2.49388], [-0.98717, -0.85104, -0.22412], [0.45527, -1.16444, 0.03515], [-1.40789, 0.68048, -3.11790], [-1.55754, -0.40839, 0.60030], [-1.59168, -1.77168, -0.21630], [0.62909, -1.60784, 0.98262], [0.92069, -0.28942, 0.15375], [-1.52926, -2.17230, -4.19944], [-1.30462, -2.45235, -2.77966], [-1.98134, -2.58232, -3.45469], [1.54132, 3.91243, -2.61135], [0.59261, 3.19903, -1.68306], [0.61695, 3.89907, -2.33558], [-1.38521, 1.70212, 1.58885], [-0.99277, 0.87449, 2.76642], [-0.89803, 0.89413, 1.79912], [-3.30807, 2.79456, -1.33690], [-2.26222, 3.84117, -1.12931], [-2.55574, 2.99558, -0.75899], [-3.52354, -2.04434, 1.41463], [-4.01578, -1.06241, 2.48092], [-3.54209, -1.09730, 1.64498], [0.50127, -2.49741, -1.73145], [1.20758, -3.57201, -2.55819], [0.55072, -3.45821, -1.85752], [3.20574, -0.18459, -1.21948], [4.49431, -0.26612, -0.34010], [3.95336, -0.74162, -0.97744], [-2.70787, 3.08409, 0.95416], [-3.84849, 2.96465, 1.92111], [-2.88999, 3.05412, 1.91881], [3.81787, 0.13098, 2.54131], [2.79497, 0.85529, 1.77209], [3.06618, 0.72441, 2.69386], [2.54872, -3.38988, 0.12942], [1.25482, -4.15905, -0.22075], [2.11423, -4.25563, 0.19282], [1.71883, 2.71941, 1.05593], [1.33379, 1.56224, 0.15906], [1.97422, 2.27116, 0.23492], [3.79938, 1.99459, -0.43644], [4.63776, 1.39577, -1.77059], [4.61032, 1.73349, -0.88123], [1.34223, -3.78908, 1.95440], [0.40011, -3.48155, 3.03184], [1.04520, -3.00534, 2.49374], [-3.06030, -3.73610, -1.22856], [-3.93703, -2.63886, -1.03841], [-3.59437, -3.37547, -0.50398], [0.13328, 3.79724, 3.73871], [-0.14548, 3.64711, 2.26464], [0.55887, 3.89410, 2.88095]],
  "mulliken_charge": [-0.36, 0.28, -0.40, -0.45, -0.05, 0.33, 0.43, 0.50, 0.14, -0.14, 0.28, 0.27, -0.60, 0.30, 0.36, -0.67, 0.17, 0.19, -0.37, 0.28, 0.29, -0.65, 0.30, 0.27, -0.57, 0.30, 0.30, -0.64, 0.28, 0.33, -0.61, 0.43, 0.28, -0.65, 0.33, 0.30, -0.60, 0.33, 0.38, -0.72, 0.20, 0.21, -0.57, 0.37, 0.33, -0.71, 0.35, 0.30, -0.65, 0.30, 0.34, -0.65, 0.32, 0.32, -0.64],
  "total_charge": 0
}

---

Energy (eV)
-40358.386, -10442.174, -13533.110, -135013.217, -38939.574
Energy above the lowest of the compared OMol25 structures with the same formula, charge and spin (kcal/mol)
9.1, 105.0, 46.6, 0.0, 47.5
Gap between HOMO and LUMO (Ha)
0.312, 0.332, 0.276, 0.061, 0.351